Entry from OMol25: a structure of composition C53H102F6N6O28S2 in a non-equilibrium geometry (ωB97M-V/def2-TZVPD).

HOMO-LUMO gap	0.277	Eh
lowest unoccupied orbital energy	-0.354	eV

Last column: Mulliken charge in e.
Geometry (Å):
O1 8.5884 18.9124 -27.3132  1.13
H1 7.6350 18.8104 -27.2672  0.22
H2 8.8593 19.7349 -26.8987  0.58
H3 8.8804 18.1279 -26.8430  0.42
C1 4.9757 16.1777 -27.9811  0.29
F1 5.6662 16.4558 -29.1362  -0.03
F2 3.6995 16.1894 -28.2961  -0.04
F3 5.2847 14.8866 -27.7252  0.31
S1 5.3495 17.3672 -26.4264  -0.12
O2 4.0600 17.7809 -25.9279  -0.42
O3 6.1899 16.6531 -25.4755  -0.49
N1 6.1342 18.7964 -27.1428  -1.05
S2 5.0237 19.7060 -27.7362  0.55
O4 3.9126 19.1014 -28.5322  -0.07
O5 4.6570 20.6197 -26.6337  -0.70
C2 6.0570 20.7778 -28.8978  0.30
F4 6.1643 20.0603 -30.0689  -0.18
F5 5.2997 21.8146 -29.0312  -0.01
F6 7.2112 21.0158 -28.3633  -0.21
C3 12.0934 20.1305 -29.1600  -1.01
O6 11.2679 19.8582 -27.9913  -0.11
C4 11.4472 20.8002 -26.9191  -0.50
C5 10.1559 21.5080 -26.7005  -0.48
N2 9.3778 20.5747 -25.8145  -0.33
C6 8.6254 21.3546 -24.9036  -1.06
C7 7.6694 20.3057 -24.2651  0.26
O7 6.8209 21.0200 -23.2917  -0.53
C8 5.7544 21.6098 -23.9429  -0.37
H4 12.1713 19.1918 -29.7085  0.25
H5 13.1391 20.2798 -28.8909  0.39
H6 11.9122 20.8747 -29.9355  0.37
H7 12.1050 21.6068 -27.2428  0.53
H8 11.9138 20.3344 -26.0512  0.16
H9 9.5973 21.5738 -27.6342  0.04
H10 10.2452 22.4950 -26.2465  0.60
H11 9.9972 20.1142 -25.1631  -0.02
H12 8.0730 22.2186 -25.2730  0.60
H13 9.2930 21.7602 -24.1435  0.31
H14 8.2561 19.5372 -23.7618  0.03
H15 7.0341 19.7136 -24.9238  0.10
H16 5.2666 22.4271 -23.4117  0.36
H17 4.9872 20.8355 -23.9458  0.16
H18 5.9887 21.8303 -24.9844  0.08
C9 6.7791 12.7470 -26.5458  -1.07
O8 6.4544 12.5767 -27.9447  0.31
C10 7.0447 11.5058 -28.6870  -1.63
C11 7.7833 11.9991 -29.9840  0.10
N3 9.2824 11.6690 -29.8223  -0.47
C12 9.9277 12.0630 -31.0962  -0.37
C13 9.7343 11.1640 -32.4284  -0.48
O9 9.3155 12.0576 -33.4960  -0.45
C14 7.9563 12.2248 -33.7487  -0.71
H19 7.8536 12.6117 -26.4223  0.41
H20 6.3679 11.9592 -25.9145  0.41
H21 6.2990 13.6629 -26.2013  0.05
H22 6.1514 10.9478 -28.9680  0.49
H23 7.7602 10.9358 -28.0943  0.59
H24 7.7270 13.0876 -29.9677  -0.04
H25 7.2718 11.7290 -30.9078  0.48
H26 9.8988 12.0856 -29.1392  0.32
H27 10.9783 11.9743 -30.8199  0.46
H28 9.7074 13.1118 -31.2953  0.11
H29 8.9228 10.4842 -32.1686  0.34
H30 10.6707 10.6692 -32.6862  0.32
H31 7.6955 12.5634 -34.7513  0.34
H32 7.5083 12.9685 -33.0897  0.21
H33 7.2800 11.3843 -33.5929  0.34
C15 1.1788 15.8880 -26.3102  -0.24
O10 1.2403 15.0012 -25.1714  -0.49
C16 2.5980 15.0645 -24.5515  0.51
C17 2.4057 14.2922 -23.2860  -1.00
N4 1.2819 14.9387 -22.5141  -0.36
C18 1.0521 14.1485 -21.3544  -0.73
C19 0.0387 14.8778 -20.4627  -0.77
O11 -1.2588 14.6830 -20.9606  -0.31
C20 -2.3249 15.3097 -20.3941  -0.70
H34 0.2006 15.6740 -26.7408  0.24
H35 1.9930 15.4443 -26.8832  -0.19
H36 1.3586 16.9301 -26.0460  0.43
H37 2.9854 16.0410 -24.2608  0.10
H38 3.3721 14.5605 -25.1302  -0.09
H39 3.2622 14.3859 -22.6184  0.26
H40 2.0678 13.2689 -23.4496  0.55
H41 0.4059 14.8958 -23.0149  0.26
H42 1.9459 13.7250 -20.8962  0.54
H43 0.5598 13.2333 -21.6834  0.36
H44 0.1240 15.9404 -20.2354  0.43
H45 0.1625 14.5081 -19.4448  0.40
H46 -2.0120 16.1699 -19.8023  0.31
H47 -2.9400 14.6108 -19.8273  0.24
H48 -3.0432 15.7319 -21.0968  0.25
C21 12.2236 18.6140 -23.4815  -0.95
O12 11.4224 18.1778 -24.6149  -0.31
C22 10.6488 16.9586 -24.3141  -0.41
C23 10.1431 16.2322 -25.5605  -0.94
N5 8.8640 16.5908 -26.1611  0.67
C24 8.5568 15.4916 -27.1414  0.50
C25 9.2944 15.3168 -28.4820  0.14
O13 9.0874 16.4997 -29.3411  -0.04
C26 9.4598 16.5555 -30.7027  -0.93
H49 11.5570 18.6980 -22.6231  0.34
H50 12.6504 19.6076 -23.6180  0.30
H51 12.9100 17.8624 -23.0916  0.37
H52 9.9039 17.4994 -23.7304  -0.06
H53 11.1062 16.2961 -23.5793  0.55
H54 10.0347 15.1735 -25.3252  0.49
H55 10.9584 16.2099 -26.2836  0.44
H56 8.1680 16.5437 -25.4307  -0.40
H57 7.5306 15.5808 -27.4981  -0.94
H58 8.5622 14.5215 -26.6444  0.15
H59 8.9591 14.4046 -28.9756  -0.76
H60 10.3302 15.0222 -28.3133  0.52
H61 10.4928 16.2561 -30.8794  0.31
H62 9.3018 17.5289 -31.1671  0.26
H63 8.7901 15.8627 -31.2122  0.27
C27 4.1520 27.0377 -34.6284  -0.52
O14 5.3942 27.5002 -34.2051  -0.40
C28 5.6330 27.3398 -32.7619  -0.46
C29 4.7451 28.0574 -31.7070  -0.26
N6 3.6703 27.2633 -31.1087  -0.12
C30 3.2694 27.4636 -29.7123  -0.86
C31 4.4321 27.1802 -28.6261  -0.61
O15 4.8423 25.8333 -28.8765  -0.25
C32 4.0147 24.8290 -28.3779  -0.20
H64 4.0613 25.9723 -34.4169  0.08
H65 3.9882 27.1881 -35.6955  0.29
H66 3.3303 27.3996 -34.0105  0.34
H67 6.6670 27.6655 -32.6487  0.38
H68 5.5961 26.2696 -32.5583  0.04
H69 4.4355 28.8967 -32.3297  0.36
H70 5.5855 28.1726 -31.0225  0.18
H71 3.6037 26.3019 -31.4111  0.22
H72 2.4340 26.7838 -29.5442  0.43
H73 3.0144 28.4908 -29.4516  0.35
H74 4.1652 27.4863 -27.6146  0.36
H75 5.2362 27.8748 -28.8693  0.34
H76 4.2302 23.9163 -28.9334  -0.23
H77 2.9540 25.0431 -28.5090  0.28
H78 4.2213 24.6228 -27.3277  0.31
C33 1.9682 12.8432 -28.4505  -0.65
C34 1.2253 13.1819 -29.6321  -0.47
C35 1.8925 13.2581 -30.8554  0.43
C36 3.2548 12.9249 -30.8804  -0.41
C37 3.9586 12.4803 -29.8201  -0.53
C38 3.2767 12.4180 -28.6103  0.67
O16 3.9800 12.1120 -27.5427  -0.66
O17 1.4043 13.9095 -31.9840  -0.52
H79 1.4912 12.9807 -27.4913  0.61
H80 0.1649 13.3798 -29.5793  0.56
H81 3.7489 12.9886 -31.8386  0.33
H82 4.9647 12.1129 -29.9588  -0.15
H83 4.8967 12.3959 -27.5190  0.64
H84 2.0119 13.8789 -32.7267  0.26
C39 6.5980 22.7545 -32.3251  0.04
C40 7.7327 23.4846 -32.6275  -0.61
C41 7.9276 24.2166 -33.8000  0.08
C42 6.8740 24.2735 -34.6538  -0.45
C43 5.6332 23.6376 -34.3568  -0.61
C44 5.4387 22.8988 -33.1193  0.30
O18 4.2922 22.1688 -32.7352  -0.39
O19 9.2220 24.7090 -34.0886  -0.56
H85 6.6965 22.0079 -31.5510  0.33
H86 8.5538 23.3473 -31.9395  0.45
H87 6.7249 24.9535 -35.4796  0.25
H88 4.9445 23.8981 -35.1469  0.45
H89 3.8982 21.9512 -33.5831  0.30
H90 9.8245 23.9892 -34.2902  0.34
C45 6.8644 15.7125 -20.9133  -0.28
C46 7.6108 16.1396 -22.1694  0.17
O20 8.4008 17.2758 -21.7525  -0.21
C47 8.3878 17.4706 -20.4603  0.53
O21 8.9346 18.3504 -19.7762  -0.58
O22 7.5149 16.5732 -19.8942  -0.39
H91 7.1749 14.6682 -20.9491  0.30
H92 5.8274 16.0052 -21.0777  0.31
H93 6.7628 16.2694 -22.8418  -0.14
H94 8.2950 15.3709 -22.5289  0.24
C48 4.1350 18.1640 -32.0277  0.70
C49 3.5990 19.4517 -32.5493  -0.42
O23 2.5400 19.0204 -33.3515  -0.37
C50 2.6114 17.7778 -33.7030  0.63
O24 1.9985 17.2614 -34.6298  -0.64
O25 3.6287 17.2652 -32.9750  -0.41
H95 3.8656 17.9574 -30.9919  -0.37
H96 5.2229 18.2231 -32.0577  0.12
H97 4.4770 19.7960 -33.0959  0.37
H98 3.2114 20.0831 -31.7498  0.36
C51 0.4718 17.6472 -29.2162  0.66
C52 0.4742 16.6101 -30.4068  0.40
O26 0.2874 17.4443 -31.5168  -0.38
C53 -0.1379 18.6858 -31.0904  0.54
O27 -0.4067 19.5626 -31.9534  -0.59
O28 0.1953 18.8910 -29.8150  -0.33
H99 1.4746 17.5796 -28.7943  -0.51
H100 -0.3046 17.3005 -28.5343  0.20
H101 -0.2860 15.8822 -30.1234  0.14
H102 1.4947 16.2278 -30.4307  -0.12

Forces on the atoms, in the same order (eV/Å):
0.6217 -1.3722 -3.7426
-2.2370 0.1947 -0.3280
0.7532 1.6475 2.0326
1.0566 -1.9260 0.9816
0.6139 -0.9725 -1.7224
-0.3422 0.5544 1.6856
-0.0863 0.5991 0.4678
-0.0329 1.0254 0.7379
-0.3787 2.0280 -0.3050
0.8591 -0.7758 -0.6418
-0.2647 0.5738 -1.4796
-0.7308 -5.6183 1.3764
-3.8822 2.5525 0.7724
2.7783 0.9489 1.3070
0.0446 -0.7747 -2.2814
-2.5354 -3.7474 0.1489
0.4965 1.3307 0.7988
0.2670 1.5118 -0.9596
1.2573 0.8197 -0.1894
1.0565 -1.7277 0.4333
0.9029 0.8846 -0.9032
1.0332 1.2272 -2.2164
-0.5342 -1.6841 1.3418
1.1690 2.7394 -0.7241
-2.3550 -0.9989 1.7425
-0.8641 1.8863 1.7705
2.5642 -0.9779 0.1299
-1.7319 -0.9871 -0.5259
-0.4850 -0.1813 0.0325
0.0659 0.2862 0.5661
-1.2108 0.5943 0.6439
0.6533 -0.2128 -0.1666
-0.3733 -0.1866 0.0829
0.2383 0.2988 -0.1072
0.1923 -0.0032 0.0809
0.6884 -0.6810 -0.5957
-0.0310 -0.3237 -0.6566
-0.1333 0.0919 0.3828
0.1476 0.2202 0.5960
-0.0682 0.5667 -0.6386
0.7823 0.3408 0.1506
-0.5212 0.0283 -0.5881
-0.2092 0.4450 0.0672
0.1434 -1.2862 -0.5281
0.9129 1.0204 0.8865
-0.4627 0.3115 -0.8613
1.5743 1.0516 3.4818
-1.8403 -1.2001 -3.5389
1.2252 -1.1342 0.0354
-1.6203 2.4747 1.5346
1.0172 -1.1539 -0.2612
-1.4302 0.3782 0.6852
0.1231 0.7357 0.1756
-0.4149 -0.4092 -0.2022
0.7001 0.1441 -0.1708
0.4654 -0.8299 0.0469
-0.2407 -0.1453 0.0852
-0.4022 0.3049 -0.0722
0.8133 -0.8118 -0.0474
-1.2300 0.4436 0.7701
0.3312 0.3725 -0.4327
-0.0242 0.1348 -0.5690
0.1426 -0.5005 -0.3675
-0.3028 0.0994 -0.2072
0.8757 0.0191 -0.2190
0.1418 0.4883 0.2917
0.5267 -0.8655 0.0929
0.5538 -1.8887 0.8073
2.0563 1.2132 0.7986
-1.5403 -1.0541 0.2188
-2.1396 1.0488 0.9579
1.9163 0.1775 -0.5845
-1.5939 0.0935 0.3391
0.1456 -0.2088 1.7708
0.8043 -1.4448 -1.9560
-1.1049 0.9413 0.9264
0.1188 0.4138 -0.2451
-0.2236 0.8556 -1.0811
-0.1275 0.0111 -0.0789
-0.6535 0.4755 -0.5020
-0.1580 -0.0251 -0.7486
0.2325 -0.3988 -0.1916
0.6950 -0.4267 -0.3134
0.2454 0.2304 -0.6470
0.2274 0.9233 0.4869
-0.4979 -0.5085 0.2768
0.8699 0.4409 -0.9520
-0.4029 -0.8132 0.3735
-0.0147 -0.0178 0.4919
0.1838 -0.0432 0.5986
0.3352 -0.0882 -0.7314
-1.7025 -0.6696 0.5092
1.6115 -0.7253 -0.0860
-0.7409 2.4746 0.3573
1.0020 -0.6388 0.6668
1.2480 -0.5571 -1.1974
-1.3079 0.3674 -0.9653
0.6650 1.1860 -0.7947
0.1956 -0.0624 2.1283
-0.2698 -1.5700 0.0549
-0.4146 0.3708 0.2014
0.1638 -0.3551 -0.5416
0.5995 -0.0381 -0.7873
-1.1533 -1.0165 0.0569
0.6893 -0.1150 -0.4227
0.3011 -0.3327 0.6280
-0.0908 0.4824 -0.2892
-0.3373 0.0135 -0.1299
-0.1157 0.3708 0.4744
0.3840 0.0120 0.1278
-0.8726 0.0501 -0.0276
0.7032 0.8759 -0.1144
0.1706 -0.0442 0.0637
-0.0959 0.2242 0.7262
0.1463 -0.1979 -0.5553
-0.6618 -0.9884 0.8204
0.3758 0.7942 1.3246
-0.3021 -1.1330 -1.3423
0.8406 -1.6460 -1.1893
-0.2539 0.8548 -0.0082
1.7337 -0.0283 0.9004
-1.2379 -0.4081 -2.5372
1.0110 1.0263 0.4953
-0.1672 -0.4722 0.1192
0.2281 -0.5884 -0.2752
0.1654 0.3376 0.1724
-0.2186 0.8041 -0.2377
-0.1394 0.0775 -0.0871
0.1389 -0.3882 0.0668
-0.3290 0.8404 1.0368
-0.5815 1.1925 0.6798
0.3108 0.1483 0.1350
-0.0678 0.3151 0.1772
-0.6082 0.1868 -0.6759
-0.4439 -0.7400 0.3151
0.4147 -0.4409 -0.2053
0.0075 0.1145 -0.0346
-0.1325 0.0776 0.0831
-0.1063 0.0574 0.2455
-0.8366 0.0678 -2.2908
0.7015 -0.1699 0.1244
1.2058 0.9832 -0.0310
-0.5946 0.1135 -1.6649
-0.7811 -0.5413 0.0103
0.3093 1.3085 -0.0701
-0.5245 -1.3252 3.2600
-1.2300 -0.5718 1.0155
0.1651 -0.4060 0.1723
-0.0408 0.2909 0.0919
0.1436 0.1088 -0.2477
-0.0613 0.2517 0.2463
0.2738 0.0665 -1.0984
0.2387 -0.1671 0.1469
-0.7726 0.6045 -0.8132
0.6722 -0.4780 0.0733
1.5897 -0.8990 0.8331
-2.4933 0.1941 -0.0753
0.7485 -0.0745 1.8469
0.9424 -0.1195 -1.3430
1.6108 1.4687 -1.0130
-1.2469 0.5532 0.1325
-0.5484 0.2207 0.2940
0.3527 0.1337 -0.0955
1.0341 -0.0804 -0.3858
-0.9188 -0.6467 0.4793
-0.6889 -0.1723 -0.0080
-0.2107 -0.2183 0.0628
2.1683 1.4769 -0.3382
-0.1498 0.0662 0.4436
0.2786 0.4330 -2.5086
-0.5808 1.7235 3.7603
-1.2368 -2.9289 -2.8230
-0.5047 -1.2708 -0.1519
-1.0096 -0.2238 1.6992
-0.0114 -0.5484 0.9629
0.9570 1.1182 -0.9950
0.0455 0.1970 -0.1152
0.5144 0.0349 1.0748
0.4909 -0.3148 1.0318
-1.9635 3.1210 -0.7670
0.1020 -1.3256 -2.3162
1.4207 0.5953 2.6361
0.2725 -3.0122 -0.2839
-0.4097 -0.4722 -0.0857
0.0270 -0.5951 -0.0934
-0.8511 1.0963 -0.5482
0.2878 0.3601 -0.4795
0.4379 -2.0601 -0.3763
1.1568 1.2194 2.0916
-1.6595 0.2701 0.0329
1.5578 3.0645 -5.0823
0.2078 -3.1832 3.9813
-0.9586 0.1413 0.1374
-0.2597 0.8245 0.4699
0.1046 0.7650 0.3567
-0.0135 -0.2670 -1.1913
-0.4029 -0.6939 -0.4188